An isolated molecule of C24H30N4O3S2 in a non-equilibrium geometry. Source: the Open Molecules 2025 dataset; level of theory: ωB97M-V with the def2-TZVPD basis set.

Each line ends with the Löwdin charge.
Positions of all 63 atoms, in Å:
1 O -3.537 0.162 2.864  0.056
2 C -2.363 0.360 2.635  -0.574
3 N -1.892 1.102 1.620  0.069
4 H -0.881 1.127 1.483  0.080
5 C -2.756 1.724 0.650  -0.108
6 H -3.772 1.684 1.047  0.127
7 C -2.703 1.023 -0.723  -0.325
8 C -3.316 -0.379 -0.676  -0.121
9 H -2.928 -0.980 -1.499  0.109
10 C -4.802 -0.080 -0.875  -0.141
11 H -5.286 0.076 0.089  0.108
12 C -4.792 1.218 -1.698  -0.184
13 H -5.051 1.044 -2.747  0.117
14 O -3.466 1.734 -1.674  -0.102
15 H -5.482 1.965 -1.290  0.118
16 H -5.320 -0.883 -1.394  0.109
17 H -3.114 -0.887 0.264  0.109
18 H -1.667 1.026 -1.079  0.136
19 H -2.466 2.771 0.514  0.126
20 C -1.261 -0.193 3.537  -0.334
21 H -0.537 0.577 3.795  0.085
22 H -1.718 -0.613 4.433  0.083
23 S -0.334 -1.576 2.795  1.050
24 C 0.997 -0.753 1.995  -0.549
25 N 0.866 0.520 1.777  0.095
26 C 1.892 1.152 1.158  -0.232
27 C 3.043 0.481 0.793  -0.373
28 C 3.212 -0.921 1.037  -0.444
29 O 4.185 -1.593 0.778  0.067
30 N 2.084 -1.490 1.677  0.004
31 C 2.110 -2.928 1.861  -0.164
32 C 1.320 -3.663 0.775  -0.151
33 C 1.790 -3.296 -0.635  -0.177
34 N 1.468 -1.911 -0.949  -0.174
35 C 2.228 -1.357 -2.057  -0.181
36 C 1.493 -1.777 -3.342  -0.156
37 H 1.630 -1.048 -4.138  0.104
38 H 1.869 -2.738 -3.691  0.102
39 C 0.028 -1.890 -2.892  -0.153
40 H -0.390 -2.862 -3.150  0.101
41 H -0.597 -1.123 -3.348  0.101
42 C 0.087 -1.706 -1.358  -0.179
43 H -0.585 -2.379 -0.828  0.113
44 H -0.182 -0.678 -1.093  0.100
45 H 3.267 -1.681 -2.022  0.122
46 H 2.202 -0.267 -1.958  0.114
47 H 1.344 -4.001 -1.354  0.126
48 H 2.876 -3.403 -0.680  0.123
49 H 1.456 -4.734 0.929  0.119
50 H 0.258 -3.439 0.885  0.072
51 H 3.163 -3.217 1.811  0.128
52 H 1.706 -3.167 2.848  0.100
53 S 4.202 1.491 -0.012  1.109
54 C 3.127 2.859 0.143  -0.450
55 C 3.373 4.150 -0.303  -0.087
56 C 2.411 5.115 -0.091  -0.077
57 C 1.215 4.808 0.560  -0.077
58 C 0.964 3.529 1.005  -0.014
59 C 1.922 2.536 0.796  -0.175
60 H 0.046 3.285 1.517  0.104
61 H 0.482 5.584 0.715  0.104
62 H 2.585 6.125 -0.431  0.105
63 H 4.301 4.384 -0.801  0.108

- Total charge: 0
- HOMO-LUMO gap: 8.159 eV
- Structure (SMILES): O=C(CSc1nc2c(sc3ccccc32)c(=O)n1CCCN1CCCC1)NC[C@H]1CCCO1
- Energy above the lowest of the compared OMol25 structures with the same formula, charge and spin: 0.000 eV